Here is a structure of composition C13H28ClINP2Zr in a non-equilibrium geometry from the OMol25 dataset. Energies are from the ωB97M-V functional and the def2-TZVPD basis.

The geometry in XYZ format:
```
47
Properties=species:S:1:pos:R:3:forces:R:3:mulliken_charge:R:1
C 1.303 -0.549 0.574 1.325 0.084 -0.181 -2.25
I -1.051 0.198 -0.372 0.306 -0.730 -0.237 0.35
H 2.145 -1.286 0.658 -0.051 -0.121 -0.117 0.77
H 0.995 -0.364 1.608 -0.229 -0.340 -0.575 0.54
H 1.736 0.384 0.245 0.060 0.145 -0.461 0.63
Zr 0.704 -2.101 -1.321 -0.625 0.745 1.666 0.47
P -0.065 -2.842 1.304 -0.143 -0.255 1.112 1.03
C -0.669 -1.743 2.665 -0.047 0.465 -0.583 -1.29
C -1.401 -4.027 1.102 -0.099 -0.059 -0.299 -1.05
H -1.437 -4.623 2.029 -0.242 0.027 -0.521 0.41
H 0.664 -4.318 3.047 0.260 0.124 -0.197 0.45
H -1.146 -4.641 0.221 -0.441 -0.135 0.475 0.42
H 1.860 -4.274 1.681 -0.020 -0.085 0.485 0.40
H -1.465 -1.072 2.322 0.084 -0.192 0.227 0.35
H -2.349 -3.482 0.942 0.319 -0.415 0.019 0.36
C 1.201 -3.683 2.329 0.349 0.101 -0.834 -1.27
H -1.038 -2.388 3.474 0.031 0.026 -0.302 0.47
H 1.774 -2.908 2.861 -0.060 -0.412 -0.173 0.39
H 0.163 -1.145 3.064 -0.343 -0.289 0.003 0.45
P 1.266 0.121 -2.816 0.854 1.179 -1.608 0.94
C 0.962 1.947 -2.757 -0.258 -0.071 0.810 -1.14
C 2.994 0.184 -3.448 0.056 -0.502 0.453 -1.23
H 0.183 -1.365 -4.385 -0.090 0.332 -0.470 0.48
H 0.791 0.156 -5.181 -0.303 -0.338 0.328 0.39
H -0.726 0.185 -4.192 0.355 -0.298 -0.142 0.35
C 0.275 -0.269 -4.301 -0.295 -0.376 0.271 -1.14
H 3.419 -0.834 -3.430 0.089 0.464 -0.249 0.39
H 2.996 0.598 -4.471 0.032 -0.222 0.469 0.42
H 1.131 2.368 -3.761 0.090 -0.387 0.246 0.45
H 1.665 2.432 -2.066 -0.127 -0.075 -0.202 0.38
H 3.581 0.832 -2.775 -0.117 -0.320 -0.324 0.38
H -0.070 2.178 -2.467 0.241 -0.075 -0.086 0.24
Cl 1.396 -4.085 -2.385 -0.297 1.217 0.680 -0.36
N 0.608 2.555 0.958 0.858 -0.358 0.915 -0.09
C -0.674 2.826 1.280 0.362 0.116 0.269 0.49
C -1.532 3.306 0.254 -0.932 -0.279 -0.109 -0.16
C -2.890 3.445 0.534 0.432 -0.065 -0.070 -0.49
C -3.389 3.128 1.814 -0.177 0.683 -0.844 -0.45
C -2.542 2.640 2.813 1.414 -0.642 0.459 -0.64
C -1.175 2.480 2.562 -0.677 0.052 0.383 -0.38
H 0.949 2.649 0.008 -0.192 0.452 0.190 0.02
H 1.358 2.447 1.685 -1.224 0.065 -0.882 0.32
H -1.086 3.514 -0.725 -0.402 0.172 0.356 0.41
H -3.545 3.757 -0.276 -0.036 0.128 0.342 0.46
H -4.443 3.307 2.035 0.285 -0.210 -0.115 0.45
H -2.963 2.316 3.773 0.245 0.320 -0.365 0.44
H -0.464 2.046 3.285 -0.620 0.357 -0.211 0.41
```
Positions in Å, forces in eV/Å.

- total charge = +3
- Kohn-Sham gap (eV) = 3.69
- E_HOMO (eV) = -16.9656
- E_LUMO (eV) = -13.280